Record 1
{"formula": "C18H38NO30PS7", "method": "wB97M-V/def2-TZVPD", "elements": ["C", "C", "O", "N", "C", "C", "C", "C", "O", "S", "O", "O", "P", "O", "O", "H", "H", "H", "H", "H", "H", "H", "H", "H", "H", "H", "H", "H", "H", "C", "C", "O", "S", "O", "O", "O", "H", "H", "H", "H", "C", "C", "O", "S", "O", "O", "O", "H", "H", "H", "H", "C", "C", "O", "S", "O", "O", "O", "H", "H", "H", "H", "C", "C", "O", "S", "O", "O", "O", "H", "H", "H", "H", "C", "C", "O", "S", "O", "O", "O", "H", "H", "H", "H", "C", "C", "O", "S", "O", "O", "O", "H", "H", "H", "H"], "coordinates": [[2.1151, 0.5202, 2.7747], [2.1376, 1.5663, 1.6836], [2.9833, 2.4172, 1.7059], [1.1638, 1.5440, 0.6512], [1.2880, 0.4538, -0.3301], [1.5911, 0.9934, -1.7371], [2.6636, 2.0906, -1.7563], [4.0432, 1.4759, -1.7963], [4.3439, 0.9607, -0.4672], [5.3511, -0.2789, -0.5248], [6.0335, -0.2890, 0.7367], [4.1296, -1.4367, -0.4623], [4.3621, -2.9024, -1.2432], [4.3335, -3.9499, -0.0161], [5.8977, -2.9428, -1.7598], [1.9145, -0.4835, 2.4073], [1.3679, 0.8393, 3.5026], [3.0942, 0.5405, 3.2471], [0.2349, 1.6019, 1.0531], [0.3122, -0.0341, -0.3966], [2.0070, -0.3150, -0.0366], [0.6921, 1.3613, -2.2298], [1.9771, 0.1785, -2.3579], [2.5465, 2.6849, -2.6665], [2.5917, 2.7925, -0.9270], [4.8315, 2.1592, -2.1115], [4.0103, 0.6341, -2.4949], [3.8911, -3.5281, 0.7381], [5.8862, -2.6889, -2.6915], [-3.0582, -1.3558, -3.9946], [-1.9275, -1.1743, -4.9810], [-0.7556, -1.0295, -4.1511], [-0.9243, -1.9085, -2.8378], [-0.2496, -3.1469, -3.0048], [-0.6642, -1.0793, -1.7143], [-2.4927, -2.1700, -2.9516], [-3.3699, -0.4054, -3.5568], [-3.9185, -1.8528, -4.4334], [-2.0571, -0.2983, -5.6099], [-1.7952, -2.0594, -5.6020], [-1.9233, 4.4919, 1.3748], [-2.9544, 5.4238, 0.7747], [-2.7776, 5.2758, -0.6408], [-2.3300, 3.7683, -0.9589], [-3.4754, 3.0255, -1.3506], [-1.1635, 3.8178, -1.7645], [-1.9290, 3.3471, 0.5120], [-0.9252, 4.9355, 1.3539], [-2.1647, 4.1931, 2.3921], [-2.8065, 6.4591, 1.0676], [-3.9709, 5.1152, 1.0299], [0.5702, -5.8012, -6.0731], [0.0838, -6.5531, -7.2943], [-1.0353, -5.7816, -7.7604], [-0.7791, -4.2361, -7.4577], [-0.2774, -3.6018, -8.6201], [-1.9118, -3.7266, -6.7664], [0.4194, -4.4188, -6.4246], [-0.0536, -6.0030, -5.2008], [1.6072, -6.0164, -5.8327], [-0.2264, -7.5686, -7.0673], [0.8388, -6.5707, -8.0826], [0.8724, 2.9841, 5.2228], [1.1771, 4.3345, 5.8277], [-0.0655, 5.0522, 5.7174], [-1.2888, 4.0366, 5.8638], [-1.7695, 4.0651, 7.1956], [-2.1621, 4.2303, 4.7587], [-0.4663, 2.6871, 5.6522], [0.8782, 3.0227, 4.1318], [1.5568, 2.2115, 5.5615], [1.9683, 4.8612, 5.3030], [1.4346, 4.2524, 6.8852], [-4.5375, 1.1005, 4.1322], [-5.3294, 0.2850, 3.1315], [-4.5476, 0.3416, 1.9293], [-2.9960, 0.4072, 2.3026], [-2.4493, -0.9006, 2.2205], [-2.4058, 1.4956, 1.6156], [-3.1694, 0.7809, 3.8482], [-4.6789, 2.1724, 3.9801], [-4.7765, 0.8479, 5.1613], [-6.3230, 0.6857, 2.9537], [-5.4078, -0.7596, 3.4395], [-0.4137, -1.9440, 1.8871], [0.7907, -2.6650, 1.3254], [1.7377, -2.6838, 2.4033], [0.9543, -2.7820, 3.7999], [0.9289, -4.1345, 4.2217], [1.4225, -1.7454, 4.6445], [-0.4977, -2.4023, 3.2463], [-0.2668, -0.8623, 1.8969], [-1.3289, -2.1763, 1.3509], [1.2119, -2.1603, 0.4584], [0.5500, -3.6976, 1.0635]], "fmax_ev_per_a": 2.695, "total_charge": 0, "total_energy_ha": -6149.1696, "lumo_ev": 0.20, "spin_multiplicity": 1}



Record 2
{"formula": "C23H45N3O14PS", "method": "wB97M-V/def2-TZVPD", "elements": ["C", "C", "C", "C", "C", "C", "N", "C", "N", "N", "C", "C", "P", "O", "O", "C", "C", "O", "C", "C", "S", "C", "O", "O", "H", "H", "H", "H", "H", "H", "H", "H", "H", "H", "H", "H", "H", "H", "H", "H", "H", "H", "H", "H", "H", "H", "H", "H", "H", "H", "H", "H", "H", "H", "H", "H", "H", "C", "C", "O", "C", "O", "O", "H", "H", "H", "H", "C", "C", "O", "C", "O", "O", "H", "H", "H", "H", "C", "C", "O", "C", "O", "O", "H", "H", "H", "H"], "coordinates": [[-0.1258, 1.9294, -4.3858], [-1.5005, 2.0816, -3.5033], [-1.2561, 2.3695, -1.8983], [-2.1998, 1.4705, -0.9041], [-2.8342, 2.3378, 0.3751], [-3.6071, 1.3716, 1.4614], [-2.8726, 1.1426, 2.7544], [-2.1750, -0.1929, 2.8384], [-2.8557, -1.4851, 2.3389], [-0.9063, -0.3144, 3.4226], [-0.2871, -1.7134, 3.5207], [0.2750, -2.3021, 2.0999], [1.2724, -1.0693, 1.0389], [0.5599, 0.3131, 0.7599], [1.4600, -1.8378, -0.5517], [0.1487, -2.0401, -1.1865], [-0.1228, -0.8788, -2.3589], [2.9332, -0.8306, 1.6202], [3.8668, -0.9005, 0.4578], [5.4105, -0.4099, 0.8741], [-0.0059, 1.0190, 4.0974], [0.0127, 2.5838, 3.0733], [-0.7276, 1.3936, 5.4506], [1.4607, 0.7063, 4.4774], [0.2362, 0.8209, -4.5447], [-0.3463, 2.3532, -5.4797], [0.7811, 2.5028, -3.8769], [-2.0635, 3.0431, -3.9297], [-2.2412, 1.1554, -3.6048], [-0.1243, 2.1990, -1.5593], [-1.4731, 3.5126, -1.6470], [-1.7129, 0.4824, -0.5099], [-3.1396, 1.1301, -1.5567], [-3.6877, 3.0086, -0.1218], [-2.0713, 3.0912, 0.8433], [-4.6125, 1.9504, 1.7444], [-3.9450, 0.4144, 0.8836], [-3.5184, 1.2935, 3.5603], [-3.8749, -1.4570, 2.5883], [-2.7542, -1.4233, 1.2814], [0.6322, -1.7522, 4.2815], [-1.0528, -2.5201, 3.9552], [1.0238, -3.1894, 2.3787], [-0.6307, -2.8082, 1.5497], [-0.7704, -1.9755, -0.4652], [0.1020, -3.0955, -1.7415], [0.2867, -1.1897, -3.4101], [0.3754, 0.1056, -1.9217], [-1.3101, -0.7618, -2.3877], [3.4883, -0.1670, -0.3990], [3.9982, -1.9962, 0.0386], [5.3583, 0.4701, 1.6453], [6.0030, -0.0184, -0.0717], [6.0393, -1.3366, 1.2828], [1.0929, 3.0853, 3.1407], [-0.7242, 3.3726, 3.5825], [-0.3055, 2.4624, 1.9547], [-5.5819, -1.3264, 5.2336], [-7.0377, -1.3747, 5.5674], [-7.6477, -0.7503, 4.4538], [-6.7830, -0.8764, 3.4050], [-7.0578, -0.6017, 2.2488], [-5.5716, -1.3508, 3.8186], [-5.0329, -2.1802, 5.6401], [-5.1051, -0.4015, 5.5746], [-7.4143, -2.3998, 5.6484], [-7.2711, -0.8363, 6.4900], [5.0803, 3.6222, -3.4268], [4.3258, 2.3340, -3.4906], [2.9770, 2.7398, -3.3556], [2.9120, 4.0421, -3.7600], [1.8739, 4.6581, -3.9345], [4.1597, 4.5644, -3.9442], [5.9927, 3.6007, -4.0290], [5.3374, 3.9060, -2.4009], [4.4476, 1.8253, -4.4527], [4.6064, 1.6471, -2.6874], [4.0828, -4.6566, -4.0225], [3.3410, -4.2018, -2.8076], [3.6225, -2.8161, -2.7543], [3.9442, -2.4274, -4.0227], [4.0785, -1.2672, -4.3743], [4.0949, -3.5057, -4.8460], [3.5848, -5.4891, -4.5270], [5.1160, -4.9424, -3.7991], [2.2588, -4.3395, -2.9025], [3.6847, -4.7027, -1.8984]], "fmax_ev_per_a": 9.835, "total_charge": 1, "total_energy_ha": -2860.0168, "lumo_ev": -4.85, "spin_multiplicity": 1}



Record 3
{"formula": "C2H7N3S", "method": "wB97M-V/def2-TZVPD", "elements": ["C", "C", "N", "S", "N", "N", "H", "H", "H", "H", "H", "H", "H"], "coordinates": [[0.2771, 1.2810, -0.0972], [0.3228, -0.2063, -0.1811], [1.3476, -0.9479, -0.1294], [2.8433, -0.1894, -0.0529], [-0.9746, -0.9586, -0.2988], [-2.0579, -0.2339, 0.1661], [-0.6099, 1.8452, 0.1135], [0.6643, 1.6170, -0.9911], [1.0293, 1.3985, 0.8055], [3.4766, -1.2973, 0.6709], [-0.7674, -1.9461, -0.1702], [-2.7778, 0.2429, -0.7453], [-2.7735, -0.6050, 0.9101]], "fmax_ev_per_a": 5.402, "de_lowest_kj_mol": 315.0, "total_charge": 0, "total_energy_ha": -642.7327, "lumo_ev": 0.86, "smiles": "C/C(=N\\S)NN", "spin_multiplicity": 1}



Record 4
{"formula": "C25H51Cl10N2O", "method": "wB97M-V/def2-TZVPD", "elements": ["C", "C", "C", "C", "C", "C", "C", "C", "C", "C", "C", "C", "N", "C", "C", "C", "C", "N", "O", "C", "C", "C", "C", "H", "H", "H", "H", "H", "H", "H", "H", "H", "H", "H", "H", "H", "H", "H", "H", "H", "H", "H", "H", "H", "H", "H", "H", "H", "H", "H", "H", "H", "H", "H", "H", "H", "H", "H", "H", "H", "H", "H", "H", "H", "C", "Cl", "Cl", "H", "H", "C", "Cl", "Cl", "H", "H", "C", "Cl", "Cl", "H", "H", "C", "Cl", "Cl", "H", "H", "C", "Cl", "Cl", "H", "H"], "coordinates": [[-5.3354, 1.3779, 2.9545], [-5.5967, 0.1353, 3.8216], [-4.3352, -0.6718, 4.1771], [-4.0051, -1.7911, 3.1803], [-3.0942, -1.3635, 2.0229], [-3.1025, -2.4028, 0.8881], [-2.9490, -1.8237, -0.5151], [-1.6590, -1.0245, -0.6804], [-1.5430, -0.3240, -2.0485], [-1.0956, 1.1504, -1.9754], [0.0713, 1.5563, -2.8860], [1.4961, 1.0088, -2.6188], [2.3737, 1.9074, -3.4107], [1.7071, -0.3943, -3.2461], [1.9881, -1.6187, -2.3516], [1.1659, -2.8226, -2.8417], [3.4733, -2.0043, -2.4436], [1.5899, -1.3900, -0.9385], [1.6472, -2.4437, -0.2183], [1.9170, -0.1381, -0.2003], [0.9239, -0.0122, 0.9723], [3.3278, -0.2687, 0.4093], [1.8402, 1.1156, -1.1108], [-5.3363, 1.1334, 1.8883], [-4.3583, 1.8147, 3.1834], [-6.0975, 2.1446, 3.1148], [-6.2922, -0.5219, 3.2875], [-6.1022, 0.4407, 4.7423], [-3.4778, 0.0139, 4.2104], [-4.4316, -1.0838, 5.1854], [-3.4525, -2.5923, 3.6753], [-4.9301, -2.2064, 2.7645], [-2.0797, -1.2320, 2.4177], [-3.4003, -0.3822, 1.6322], [-4.0349, -2.9759, 0.9541], [-2.2940, -3.1280, 1.0289], [-2.8943, -2.6622, -1.2246], [-3.8326, -1.2403, -0.8060], [-0.8316, -1.7266, -0.5361], [-1.5783, -0.2721, 0.1108], [-0.8664, -0.8756, -2.7004], [-2.5238, -0.3813, -2.5345], [-0.8908, 1.4224, -0.9331], [-1.9321, 1.7891, -2.2806], [-0.1866, 1.3123, -3.9239], [0.1415, 2.6525, -2.8513], [2.2752, 2.8496, -3.0389], [3.3388, 1.6305, -3.2442], [0.8434, -0.6138, -3.8746], [2.5475, -0.3087, -3.9409], [1.6150, -3.7583, -2.5033], [0.1500, -2.7885, -2.4460], [1.1381, -2.8273, -3.9343], [3.7119, -2.8039, -1.7398], [3.6622, -2.3649, -3.4599], [4.1367, -1.1519, -2.2831], [0.4613, -0.9775, 1.1863], [0.1281, 0.7029, 0.7635], [1.4510, 0.2948, 1.8781], [3.3110, -0.9671, 1.2479], [4.0719, -0.6024, -0.3107], [3.6329, 0.7117, 0.7870], [2.8075, 1.6240, -1.0428], [1.1256, 1.8152, -0.6712], [-0.9926, -4.9855, 4.5304], [-1.9761, -4.8269, 3.0761], [-1.2761, -3.6643, 5.6752], [-1.2449, -5.9191, 5.0182], [0.0509, -4.9637, 4.2380], [-0.2531, 4.2942, 1.0868], [0.3487, 3.2695, 2.3906], [0.9981, 4.6675, -0.1150], [-1.0560, 3.7705, 0.5812], [-0.5975, 5.2291, 1.5120], [5.0562, 3.8224, -4.1634], [5.7424, 2.7954, -2.8895], [6.2158, 4.1449, -5.4544], [4.1993, 3.3114, -4.5882], [4.7733, 4.7671, -3.7147], [3.1239, 7.3013, 1.4660], [2.9552, 6.0818, 2.7322], [2.6479, 8.9147, 2.0133], [4.1635, 7.3374, 1.1639], [2.4810, 7.0191, 0.6408], [1.1300, -4.4605, -0.0703], [1.3024, -4.1819, 1.6664], [-0.4824, -4.0472, -0.6666], [1.8501, -3.8317, -0.5803], [1.3084, -5.5105, -0.2674]], "fmax_ev_per_a": 5.819, "total_charge": 0, "total_energy_ha": -5769.6735, "lumo_ev": [0.14, -0.14], "spin_multiplicity": 2}